# 1
Entry from the Open Molecules 2025 dataset: C33H47EuF5N8OPS as an isolated structure (wB97M-V/def2-TZVPD).

Structure (XYZ):
```
97
Properties=species:S:1:pos:R:3:forces:R:3
Eu 1.7856 -0.3633 0.0443 -1.5 0.3 0.8
C 1.4237 -2.0954 -4.1346 -0.1 0.2 -0.1
C 1.0435 -1.4967 -2.8197 -0.3 -0.2 0.0
N 1.5606 -0.4263 -2.3281 0.4 -0.3 -0.3
C 2.6327 0.3400 -2.9700 -0.2 0.1 0.1
C 3.0243 1.5283 -2.0729 0.0 -0.2 -0.1
N 3.5544 1.0701 -0.7552 0.6 0.6 -0.4
C 3.8011 2.1441 0.2519 -0.2 0.0 0.1
C 2.6757 2.2558 1.2954 0.0 -0.1 -0.1
N 2.5088 0.9562 1.9861 -0.1 0.3 0.4
C 1.3415 0.7894 2.8980 0.0 -0.2 0.2
C 1.0806 -0.7083 3.1606 -0.1 -0.1 -0.2
N 0.7294 -1.3525 1.8934 0.8 0.5 0.0
C 0.0118 -2.4509 1.7382 -0.5 -0.6 -0.6
C -0.4437 -3.3516 2.8491 -0.1 0.1 0.0
C -0.3222 -2.7803 0.3647 0.3 0.2 0.8
C -1.2708 -3.7318 -0.0356 -0.3 -0.2 -0.4
C -1.5599 -3.8741 -1.3743 -0.1 -0.1 0.4
C -0.8506 -3.1323 -2.3447 0.2 0.1 -0.2
C 0.1124 -2.2560 -1.9172 0.0 -0.1 0.0
N 0.3351 -2.0606 -0.5930 0.3 0.1 -0.2
H 1.4762 -1.3422 -4.9225 0.0 0.0 0.0
H 0.7502 -2.8910 -4.4367 0.0 0.0 0.0
H 2.4227 -2.5320 -4.0341 0.0 0.0 0.0
H 2.3222 0.7306 -3.9423 0.0 0.0 0.0
H 3.5055 -0.2997 -3.1451 0.0 0.0 0.0
H 2.1404 2.1434 -1.8879 0.0 0.0 0.0
H 3.7601 2.1355 -2.6035 0.0 0.1 0.1
H 4.4299 0.5883 -0.9341 0.0 0.0 0.0
H 3.9422 3.1089 -0.2376 0.0 0.0 0.0
H 4.7299 1.9073 0.7718 0.0 0.0 0.0
H 1.7298 2.5067 0.8088 0.0 0.0 0.0
H 2.9118 3.0700 1.9838 0.0 0.0 0.0
H 3.3488 0.7738 2.5248 0.1 -0.1 -0.1
H 0.4653 1.2255 2.4144 0.0 0.0 0.0
H 1.4954 1.2942 3.8542 0.0 0.1 0.0
H 0.2936 -0.8007 3.9132 0.0 0.0 0.0
H 1.9838 -1.1597 3.5886 0.0 0.0 0.1
H -0.0944 -4.3718 2.6774 0.0 0.0 0.0
H -1.5335 -3.3906 2.9129 0.0 0.0 0.1
H -0.0653 -3.0222 3.8142 0.0 0.0 0.0
H -1.7914 -4.3375 0.6944 0.0 0.0 0.0
H -2.3160 -4.5816 -1.6878 0.0 0.0 0.0
H -1.0610 -3.2713 -3.3956 0.0 0.0 0.0
F 4.0943 -5.1098 4.2011 -0.1 0.2 -0.4
C 3.9109 -4.5519 3.0208 0.0 -0.2 0.4
C 4.0452 -3.1695 2.8810 0.1 0.3 0.1
F 4.3608 -2.4146 3.9297 -0.1 -0.2 -0.2
C 3.8375 -2.6186 1.6454 0.0 0.3 0.2
F 3.9561 -1.2788 1.4938 0.1 -0.4 0.2
C 3.5030 -3.3695 0.5093 0.0 0.2 -0.3
S 3.2798 -2.5881 -0.9885 0.4 -0.9 0.1
C 3.3838 -4.7606 0.6871 0.0 -0.3 -0.2
F 3.0780 -5.5295 -0.3431 0.0 0.2 0.2
C 3.5809 -5.3429 1.9236 0.0 -0.3 0.0
F 3.4615 -6.6505 2.0810 0.0 0.2 0.0
O -0.0493 1.0075 -0.1974 0.1 0.3 -0.1
P -1.5242 1.3723 -0.2731 0.0 -0.4 0.2
N -1.7534 2.7340 0.6167 -0.1 0.2 0.0
C -3.0471 3.1335 1.2283 0.1 0.0 0.0
C -3.1589 4.6239 0.9305 0.1 0.0 0.0
C -1.7017 5.0797 0.9893 0.0 0.0 0.0
C -0.9463 3.9386 0.3076 -0.1 0.0 0.1
N -1.9897 1.5583 -1.8361 0.2 0.2 -0.1
C -3.1086 2.4522 -2.2127 0.1 -0.1 0.0
C -2.6452 3.1795 -3.4931 0.0 0.0 0.0
C -1.1602 2.8273 -3.6366 -0.1 0.0 0.0
C -1.0678 1.4573 -2.9787 -0.2 0.0 0.0
N -2.4893 0.2215 0.3726 -0.2 0.3 0.1
C -2.5085 -0.0405 1.8276 0.0 -0.1 -0.1
C -3.4869 -1.1995 1.9478 0.0 0.0 -0.1
C -4.5488 -0.8324 0.9123 0.0 0.0 0.0
C -3.7335 -0.2928 -0.2636 0.1 -0.1 0.1
H -3.0039 2.9773 2.3084 0.0 0.0 0.0
H -3.8768 2.5442 0.8369 0.0 0.0 0.0
H -3.7994 5.1375 1.6448 0.0 0.0 0.0
H -3.5673 4.7932 -0.0679 0.0 0.0 0.0
H -1.3841 5.1634 2.0302 0.0 0.0 0.0
H -1.5261 6.0370 0.5033 0.0 0.0 0.0
H 0.0702 3.8374 0.6868 0.0 0.0 0.0
H -0.8890 4.0977 -0.7756 0.0 0.0 0.0
H -3.3245 3.1463 -1.4031 0.0 0.0 0.0
H -4.0138 1.8756 -2.4057 0.0 0.0 0.0
H -2.8162 4.2527 -3.4327 0.0 0.0 0.0
H -3.2026 2.8088 -4.3524 0.0 0.0 0.0
H -0.5385 3.5399 -3.0879 0.0 0.0 0.0
H -0.8324 2.8206 -4.6754 0.0 0.0 0.0
H -0.0757 1.1955 -2.6336 0.0 0.0 0.0
H -1.4133 0.6753 -3.6640 0.0 0.0 0.0
H -2.8831 0.8206 2.3875 0.0 0.0 0.0
H -1.5086 -0.2748 2.1853 0.0 0.0 0.0
H -3.8817 -1.3123 2.9558 0.0 0.0 0.0
H -2.9949 -2.1298 1.6535 0.0 0.0 0.0
H -5.2017 -0.0536 1.3124 0.0 0.0 0.0
H -5.1744 -1.6735 0.6186 0.0 0.0 0.0
H -4.2727 0.4819 -0.8044 0.0 0.0 0.0
H -3.4821 -1.0848 -0.9712 0.0 0.0 0.0
```
Positions in Å, forces in eV/Å.

## Properties
E_HOMO (spin up / spin down), eV: -10.67 / -13.79
Multiplicity: 7
⟨S²⟩: 12.04
Frontier orbital gap (spin up / spin down), Eh: 0.1986 / 0.2031
LUMO energy (spin up / spin down), eV: -5.26 / -8.26
Total charge: +2

=====

# 2
Entry from the Open Molecules 2025 dataset: a 9-piece molecular cluster, C50H110N7O9 overall (wB97M-V/def2-TZVPD).

Structure (XYZ):
```
176
Properties=species:S:1:pos:R:3:forces:R:3
N 0.0914 -0.3020 -0.4206 0.0 0.0 0.3
O 0.8120 -0.2682 0.5851 0.1 0.0 0.5
O -1.0203 -0.8871 -0.3754 0.2 0.3 -0.3
O 0.4912 0.2709 -1.4602 -0.4 0.0 -0.2
C -1.6183 1.8760 -3.5126 -0.3 0.9 -0.7
C -2.5034 0.6857 -3.1698 1.2 -0.2 -0.8
C -2.9348 -0.0622 -4.4292 -0.9 -0.5 0.6
N -3.7227 -1.3359 -4.0928 0.5 -0.4 0.8
C -5.0834 -0.9863 -3.4989 1.0 0.3 -1.0
C -2.9059 -2.2152 -3.1155 0.0 -0.6 -0.1
C -2.9858 -3.6489 -3.6338 -0.7 1.3 0.7
C -3.0396 -3.4221 -5.1182 0.8 -0.7 -0.6
C -3.9276 -2.2308 -5.3212 -1.0 -0.3 0.1
H -0.6644 1.6919 -4.0114 -0.1 -0.8 0.1
H -1.3911 2.4517 -2.6129 -0.1 0.0 0.1
H -2.1599 2.5201 -4.2130 0.0 0.3 0.2
H -3.3815 1.0909 -2.6632 0.0 -0.4 0.4
H -1.8470 0.0351 -2.5903 -0.6 -0.1 0.6
H -2.0921 -0.4061 -5.0285 0.1 0.3 -0.1
H -3.6743 0.5227 -4.9764 0.4 0.2 -0.5
H -5.5147 -0.3166 -4.2420 -0.4 -0.1 0.1
H -4.9793 -0.4353 -2.5685 0.2 -0.2 0.1
H -5.6693 -1.8953 -3.4003 0.0 0.1 0.2
H -3.3836 -2.1378 -2.1412 0.5 0.4 0.1
H -1.8391 -1.9921 -3.1437 -0.2 0.9 0.1
H -3.9209 -4.0250 -3.2118 0.1 -0.8 -0.4
H -2.1129 -4.2019 -3.2956 -0.2 -0.2 0.0
H -3.3771 -4.3433 -5.5928 -0.2 0.3 -0.5
H -2.0617 -3.1662 -5.5357 0.2 -0.3 0.2
H -4.9693 -2.5510 -5.2765 0.0 0.2 -0.1
H -3.7686 -1.7267 -6.2717 0.1 0.4 0.3
C 0.2974 2.5942 2.2080 -0.3 -2.0 0.2
C 1.5931 2.0384 2.8221 1.3 1.2 0.3
C 1.7478 2.5098 4.2889 0.4 -0.3 0.3
N 3.0576 2.1414 5.0633 -1.2 0.1 -0.2
C 3.2482 0.6365 4.9793 0.6 0.9 -0.5
C 4.2388 2.9212 4.5580 1.0 0.1 -0.8
C 4.3180 4.1596 5.3814 0.6 1.9 0.6
C 3.9206 3.7526 6.7832 -0.7 -0.3 0.3
C 2.9224 2.6086 6.5415 0.5 -0.3 0.0
H 0.2056 2.3216 1.1545 0.5 0.4 -0.2
H 0.0948 3.6497 2.3701 0.1 0.0 0.1
H -0.4815 1.9305 2.6019 -0.5 0.6 0.4
H 2.4277 2.4658 2.2609 0.1 0.1 0.0
H 1.7450 0.9659 2.7147 -0.7 -0.1 -0.1
H 0.9711 2.0820 4.9226 -0.1 0.1 0.0
H 1.6841 3.5966 4.3316 0.0 0.0 0.1
H 2.5243 0.0773 5.5661 -0.1 0.3 0.1
H 4.2663 0.4671 5.3214 -0.1 -0.4 0.0
H 3.1401 0.3803 3.9282 0.3 -0.4 0.1
H 5.1830 2.3930 4.7036 -0.4 -0.6 0.3
H 4.2284 3.1246 3.4872 -0.6 -0.2 0.0
H 5.3190 4.5926 5.4300 0.2 -0.4 -0.3
H 3.7542 5.0291 5.0347 -0.5 -0.4 -0.2
H 4.7659 3.4856 7.4156 0.0 -0.4 -0.3
H 3.4036 4.5345 7.3379 0.1 0.2 -0.2
H 3.1505 1.7202 7.1255 -0.3 0.1 0.2
H 1.9180 2.9799 6.7285 -0.1 -0.4 -0.2
C -3.3949 -4.4788 0.5070 -0.8 -1.0 0.3
C -2.9849 -3.2742 1.3440 -0.3 -0.2 -1.4
C -2.0791 -3.6825 2.4734 1.0 0.8 1.0
N -1.9933 -2.7086 3.6546 1.1 1.6 1.1
C -3.2824 -2.5798 4.4676 0.9 -0.5 -1.9
C -1.4632 -1.2928 3.3165 -0.9 0.0 -0.6
C -0.0827 -1.1187 3.8926 0.4 0.9 -1.5
C -0.0621 -1.9867 5.0971 0.0 -0.5 0.2
C -0.8675 -3.1883 4.5880 0.1 -0.5 0.7
H -3.9819 -4.2129 -0.3738 0.0 0.3 0.1
H -4.0370 -5.1241 1.1115 0.0 -0.2 -0.1
H -2.5827 -5.0971 0.1226 0.3 0.2 0.3
H -3.8961 -2.7468 1.6313 0.0 -0.1 0.4
H -2.4990 -2.6620 0.5786 0.5 0.6 0.8
H -1.0488 -3.7602 2.1188 0.0 0.2 -0.1
H -2.2343 -4.6213 3.0078 -0.7 -0.2 -0.5
H -4.0252 -2.1518 3.7961 -0.2 -0.1 0.1
H -3.1137 -1.8812 5.2805 0.1 -0.5 0.3
H -3.5090 -3.6184 4.6927 -0.5 0.3 0.6
H -2.0937 -0.5769 3.8474 -0.4 -0.2 -0.2
H -1.5366 -1.1237 2.2408 0.1 -0.1 0.0
H 0.0142 -0.0383 4.0335 0.3 0.0 0.4
H 0.6802 -1.4070 3.1696 -0.1 -0.2 0.0
H -0.4691 -1.4871 5.9790 -0.4 -0.2 0.0
H 0.9445 -2.3133 5.3611 0.0 -0.2 -0.1
H -1.2767 -3.7322 5.4380 -0.2 -0.3 -0.3
H -0.2377 -3.8152 3.9576 0.2 0.0 0.3
C -1.5226 5.0049 0.0040 0.2 0.4 0.0
C -2.6094 4.4053 0.8503 -1.6 0.5 -0.2
C -3.5995 3.6486 -0.0287 0.2 -1.7 0.3
N -4.4131 2.5751 0.7358 -0.2 1.1 -0.5
C -5.0550 3.1138 1.9995 0.9 -0.5 -0.2
C -3.5549 1.3418 1.0298 -0.9 0.6 -0.5
C -4.5973 0.2308 1.1212 0.0 -0.4 0.0
C -5.8680 0.7425 0.3757 -0.4 -1.3 0.2
C -5.5534 2.1228 -0.1686 1.1 -1.5 0.7
H -0.8267 4.2792 -0.4190 0.0 -0.1 0.1
H -0.9881 5.7207 0.6281 0.2 0.0 -0.3
H -1.9965 5.5420 -0.8193 0.2 0.1 0.0
H -3.2200 5.2304 1.2277 0.4 0.1 0.5
H -2.2505 3.8404 1.7103 0.1 -0.2 -0.2
H -3.0563 3.0854 -0.7929 0.0 -0.2 0.1
H -4.3189 4.2205 -0.6137 0.0 0.6 0.5
H -4.2570 3.2907 2.7181 -0.1 0.6 -0.1
H -5.6627 2.3487 2.4794 -0.3 0.0 -0.5
H -5.6301 3.9860 1.7039 0.0 0.1 0.4
H -2.9501 1.5760 1.9031 -0.2 -0.3 0.2
H -2.8745 1.2047 0.1888 -0.1 -0.1 -0.1
H -4.8374 -0.0440 2.1484 0.0 0.3 0.1
H -4.2059 -0.6899 0.6901 0.1 0.1 -0.2
H -6.7318 0.6135 1.0279 0.0 0.7 0.1
H -6.1522 0.0941 -0.4546 0.3 -0.1 -0.1
H -6.3978 2.8048 -0.1770 0.3 0.3 -0.1
H -5.0777 1.9245 -1.1286 -0.3 0.7 -0.3
C 4.6312 -1.0904 -2.6560 -0.1 -0.7 -2.0
C 3.4280 -2.0141 -2.9472 -0.4 0.2 1.7
C 3.5837 -3.2785 -2.1042 -0.7 -0.3 -0.9
N 2.3531 -4.1777 -2.0411 0.3 0.2 1.2
C 1.9262 -4.6639 -3.3846 -0.3 0.4 0.2
C 2.7576 -5.3093 -1.0972 -0.2 0.0 0.4
C 1.4607 -5.9754 -0.5980 0.5 1.0 -0.4
C 0.4930 -4.7696 -0.5975 -0.9 0.0 -0.5
C 1.1942 -3.5782 -1.2388 0.7 0.0 0.0
H 4.5477 -0.1949 -3.2730 -0.1 0.1 0.1
H 5.4836 -1.6126 -3.0948 0.5 0.2 0.6
H 4.7474 -0.8040 -1.6155 0.1 -0.3 0.0
H 3.1987 -2.2424 -3.9850 0.4 0.4 -0.1
H 2.5761 -1.4998 -2.4946 -0.3 0.0 -0.4
H 3.7994 -2.9555 -1.0874 0.1 -0.4 0.1
H 4.2975 -4.0076 -2.4885 0.7 0.6 0.1
H 0.9607 -5.1447 -3.2399 0.2 -0.4 -0.2
H 2.6920 -5.3203 -3.7913 -0.1 -0.2 0.1
H 1.7656 -3.8340 -4.0733 0.0 0.1 0.2
H 3.5550 -5.9435 -1.4812 -0.3 -0.1 -0.5
H 3.2205 -4.7553 -0.2798 -0.2 -0.2 0.3
H 1.0794 -6.7467 -1.2640 0.2 -0.1 0.0
H 1.6293 -6.4049 0.3863 -0.1 0.1 0.0
H -0.3818 -5.0084 -1.2064 -0.2 -0.1 0.3
H 0.1865 -4.4473 0.3956 0.0 -0.2 0.0
H 0.6139 -2.9158 -1.8782 -0.1 -0.2 -0.1
H 1.6029 -3.0079 -0.4026 0.4 0.2 -0.3
C 4.0281 0.9782 0.3960 -0.7 0.4 1.0
C 3.2173 2.1125 -0.2660 0.2 -1.4 0.1
C 3.4090 1.9854 -1.7669 -0.1 1.3 -0.3
N 2.9521 3.2357 -2.5077 -0.1 1.3 -1.5
C 1.4887 3.5056 -2.2349 0.8 0.0 1.9
C 3.1212 3.0960 -4.0287 0.0 -0.3 -1.1
C 3.6516 4.4125 -4.6437 0.3 0.1 1.2
C 3.5841 5.3556 -3.4491 -0.3 0.6 0.5
C 3.7786 4.5485 -2.1861 -0.4 -2.4 -0.2
H 3.7265 -0.0310 0.1200 0.3 0.1 -0.7
H 3.7611 0.9408 1.4556 0.3 0.2 0.1
H 5.0949 1.1883 0.3390 0.1 -0.4 -0.2
H 3.6156 3.0489 0.1292 -0.1 0.2 -0.2
H 2.1761 1.9971 0.0327 -0.1 0.1 -0.2
H 2.8774 1.1826 -2.2761 -0.1 -0.2 0.5
H 4.4774 1.8764 -1.9577 0.0 0.1 -0.3
H 1.4857 3.8696 -1.2035 -0.2 -0.1 0.1
H 0.9453 2.5629 -2.2030 -0.1 0.0 -0.6
H 1.0491 4.3288 -2.7900 0.2 -0.4 -0.7
H 2.1599 2.8217 -4.4583 0.1 -0.4 0.1
H 3.8519 2.3234 -4.2577 -0.3 -0.3 0.4
H 3.0947 4.8751 -5.4550 -0.3 -0.5 -0.1
H 4.6741 4.2946 -4.9998 0.0 -0.1 0.1
H 2.5506 5.7020 -3.3900 0.2 0.6 -0.1
H 4.2718 6.1924 -3.5527 -0.1 0.1 0.3
H 3.3484 4.8508 -1.2356 0.2 0.7 -0.2
H 4.7827 4.1537 -2.0275 0.2 0.4 -0.1
O 3.1951 -1.8725 2.3813 -1.4 -0.4 -0.4
C 2.6272 -3.0724 2.8396 0.2 -2.5 1.8
O 1.5741 -3.4134 2.2181 -0.6 0.7 -1.0
O 3.1132 -3.7125 3.7710 0.5 1.3 -0.2
H 2.4223 -1.7955 1.7720 0.8 1.2 -0.4
O 0.3459 -1.4944 -3.7156 -0.3 -0.1 0.7
C 0.6769 -1.0998 -4.9766 1.3 1.3 -4.8
O 1.0940 0.0793 -5.1912 -0.3 0.4 2.5
O 0.5839 -1.8789 -5.9425 -0.9 -1.6 1.6
H 0.6213 -0.7266 -3.1967 -0.3 0.1 0.5
```
Positions in Å, forces in eV/Å.

## Properties
E_HOMO, eV: -12.37
Multiplicity: 1
ΔE to the lowest compared entry with this formula, charge and spin, kcal/mol: 0.00
Frontier orbital gap, Eh: 0.2337
LUMO energy, eV: -6.01
Total charge: +3

=====

# 3
Entry from the Open Molecules 2025 dataset: C3H3FFeO3 as an isolated structure (wB97M-V/def2-TZVPD).

Structure (XYZ):
```
11
Properties=species:S:1:pos:R:3:forces:R:3
H -0.7186 -1.8187 0.1925 0.0 0.0 -0.3
O 0.9258 -0.6674 -0.4324 -1.8 -0.2 0.6
O -0.1712 1.1227 0.0562 2.8 3.3 2.0
O 2.0812 1.1523 0.1059 2.3 1.0 0.3
C -0.6981 -0.8598 -0.3324 -0.1 -4.2 0.5
C -1.2559 0.2605 0.4961 0.6 0.3 -1.8
C 1.0263 0.5423 -0.0199 -5.8 -0.4 -1.4
H -1.1639 -0.9888 -1.3124 0.6 0.5 -0.1
F -2.3798 0.7750 -0.0130 0.8 -0.5 0.4
H -1.3081 0.1773 1.5840 0.1 0.1 -0.2
Fe 3.6622 0.3045 -0.3247 0.4 0.1 0.0
```
Positions in Å, forces in eV/Å.

## Properties
E_HOMO (spin up / spin down), eV: -20.50 / -20.49
Multiplicity: 5
⟨S²⟩: 6.00
Frontier orbital gap (spin up / spin down), Eh: 0.3059 / 0.2766
LUMO energy (spin up / spin down), eV: -12.18 / -12.97
Total charge: +2

=====

Taking the records one at a time from the top gives DFT total energy values of -101981.4580, -82464.8572, -46384.2536 eV.